Computed, not measured: one molecule with the formula C4H8N2O3 at a distorted geometry, with wB97M-V/def2-TZVPD.

Positions of all 17 atoms, in Å:
C  -0.660  0.432  -0.407
C  -1.277  -1.063  -0.175
C  0.656  0.699  0.293
C  1.983  -0.168  -0.070
H  -1.596  2.427  0.072
H  -1.699  1.209  1.082
H  -0.666  0.580  -1.464
H  0.452  0.764  1.377
H  0.947  1.715  -0.100
H  3.002  -1.744  -0.050
H  1.548  -1.974  0.718
H  -2.925  -0.220  -0.492
N  -1.677  1.409  0.123
N  2.223  -1.366  0.392
O  -0.598  -2.034  -0.166
O  2.859  0.411  -0.794
O  -2.572  -1.079  -0.338

Summary:
SMILES string	NC(=O)C[C@H](N)C(=O)O
Kohn-Sham gap	0.369	Eh
charge	0
DFT total energy	-492.4564	Ha
LUMO energy	0.52	eV
multiplicity	1

These are the natural (NBO) partial charges, in e, on atoms 1 to 2: number 1, C, carries -0.150; number 2, C, carries 0.792